No. 1
This record from the Open Molecules 2025 dataset describes the molecule C4H8O3. The level of theory is wB97M-V/def2-TZVPD.

Its SMILES is C[C@@H](O)[C@@H](O)C=O. The LUMO energy is 0.73 eV. The total energy comes out at -382.90852 hartree. As for the spin multiplicity: 1. The calculation puts the HOMO-LUMO gap at 10.98 eV. The value obtained for the maximum force is 0.6 eV Å⁻¹.

```
15
C4H8O3, DFT wB97M-V/def2-TZVPD
C -0.798 0.372 -1.374
C 0.507 0.595 -0.610
O 0.590 1.928 -0.177
C 0.710 -0.363 0.628
O 0.596 0.359 1.829
C -0.286 -1.505 0.661
O -1.055 -1.631 1.588
H -0.890 1.147 -2.140
H -0.815 -0.602 -1.878
H -1.669 0.444 -0.712
H 1.340 0.416 -1.302
H 0.491 1.902 0.790
H 1.715 -0.804 0.568
H -0.153 -0.039 2.310
H -0.284 -2.219 -0.182
```

Partial charges, natural (NBO), in e: -0.644 0.097 -0.717 -0.038 -0.722 0.425 -0.533 0.232 0.202 0.212 0.166 0.494 0.195 0.499 0.134



No. 2
This record from the Open Molecules 2025 dataset describes the molecule C6H7N. The level of theory is wB97M-V/def2-TZVPD.

Its SMILES is C1=C[C@H]2C=C[C@@H]1N2. The LUMO energy is 1.12 eV. The total energy comes out at -287.40573 hartree. As for the spin multiplicity: 1. The calculation puts the HOMO-LUMO gap at 9.77 eV. The value obtained for the maximum force is 5.2 eV Å⁻¹.

```
14
C6H7N, DFT wB97M-V/def2-TZVPD
C -0.303 0.625 0.917
C 1.347 0.653 0.449
C 1.501 -0.476 -0.382
C -0.104 -0.968 -0.544
C -0.903 0.091 -1.209
C -1.118 1.113 -0.360
H -1.410 -1.125 1.095
H -0.308 1.114 1.833
H 2.047 1.226 1.186
H 2.476 -1.099 -0.533
H 0.069 -2.026 -0.838
H -1.093 -0.107 -2.275
H -1.821 1.859 -0.812
N -0.354 -0.868 1.016
```

Partial charges, natural (NBO), in e: -0.109 -0.207 -0.218 -0.148 -0.228 -0.240 0.339 0.210 0.225 0.240 0.231 0.226 0.249 -0.570



> Among the records above, which one has the highest LUMO energy?

C6H7N



Please write out number 2 again, unchanged.
This record from the Open Molecules 2025 dataset describes the molecule C6H7N. The level of theory is wB97M-V/def2-TZVPD.

Its SMILES is C1=C[C@H]2C=C[C@@H]1N2. The LUMO energy is 1.12 eV. The total energy comes out at -287.40573 hartree. As for the spin multiplicity: 1. The calculation puts the HOMO-LUMO gap at 9.77 eV. The value obtained for the maximum force is 5.2 eV Å⁻¹.

```
14
C6H7N, DFT wB97M-V/def2-TZVPD
C -0.303 0.625 0.917
C 1.347 0.653 0.449
C 1.501 -0.476 -0.382
C -0.104 -0.968 -0.544
C -0.903 0.091 -1.209
C -1.118 1.113 -0.360
H -1.410 -1.125 1.095
H -0.308 1.114 1.833
H 2.047 1.226 1.186
H 2.476 -1.099 -0.533
H 0.069 -2.026 -0.838
H -1.093 -0.107 -2.275
H -1.821 1.859 -0.812
N -0.354 -0.868 1.016
```

Partial charges, natural (NBO), in e: -0.109 -0.207 -0.218 -0.148 -0.228 -0.240 0.339 0.210 0.225 0.240 0.231 0.226 0.249 -0.570